Density functional theory data (wB97M-V/def2-TZVPD) for a single C9H7N3O2 molecule at a distorted geometry.

largest force on an atom	5.29	eV/A
HOMO-LUMO gap	7.2	eV
electronic energy	-18006.9378	eV
energy above the lowest of the compared OMol25 structures with the same formula, charge and spin	258.30	kJ/mol
SMILES	C#C[C@@]1(C(=O)O)C=C2N=CC=CN2N1
HOMO energy	-7.5917	eV

Each atom is followed by the atoms it is bonded to, with distances in Å.
Atoms and positions in Å:
1 C 3.20857 -2.25574 -0.35313  C2 1.195, H15 1.014
2 C 2.56650 -1.28306 -0.61673  C1 1.195, C3 1.474
3 C 1.86868 -0.00660 -0.38149  C2 1.474, C4 1.591, C7 1.544, N14 1.503
4 C 2.93409 1.10780 0.01249  C3 1.591, O5 1.206, O6 1.360
5 O 3.88441 1.39362 -0.67285  C4 1.206
6 O 2.68415 1.59265 1.25837  C4 1.360, H16 0.949
7 C 1.00265 0.55730 -1.52899  C3 1.544, C8 1.326, H17 1.116
8 C -0.24937 0.69974 -1.11718  C7 1.326, N9 1.339, N13 1.380
9 N -1.38451 1.05720 -1.73179  C8 1.339, C10 1.338
10 C -2.56575 0.83827 -1.14381  N9 1.338, C11 1.380, H18 1.033
11 C -2.60016 0.64148 0.22186  C10 1.380, C12 1.381, H19 1.097
12 C -1.48437 0.18462 0.89587  C11 1.381, N13 1.373, H20 1.097
13 N -0.30439 0.30306 0.20326  C8 1.380, C12 1.373, N14 1.408
14 N 0.90521 -0.15115 0.76362  C3 1.503, N13 1.408, H21 0.999
15 H 3.74903 -3.10885 -0.44412  C1 1.014
16 H 1.99690 0.99015 1.51357  O6 0.949
17 H 1.26506 0.79460 -2.58711  C7 1.116
18 H -3.34422 1.16582 -1.73796  C10 1.033
19 H -3.54966 0.74464 0.76198  C11 1.097
20 H -1.46628 -0.04738 1.96803  C12 1.097
21 H 0.88441 -1.14526 0.85887  N14 0.999

Here are the Mulliken charges for atoms 1 to 8, given in e: C 0.0659; C -1.7029; C 2.4897; C 0.1917; O -0.5531; O -0.5193; C -1.4153; C 0.5459